Record 1
C6H8N | ωB97M-V with the def2-TZVPD basis set

* strongest force on any atom: 4.1 eV/A
* charge: +1
* HOMO-LUMO gap: 8.94 eV
* DFT total energy: -287.61056 Eh
* ΔE to the lowest compared entry with this formula, charge and spin: 216.92 kcal/mol

Geometry (Å):
1 C -2.814 0.062 0.371
2 C -1.730 0.684 -0.248
3 C -1.928 -0.726 -0.593
4 C -1.166 -0.545 0.587
5 C -0.313 0.711 0.234
6 C 1.889 -0.175 0.216
7 N 0.832 0.410 -0.582
8 H -1.813 -1.207 -1.545
9 H -1.268 -0.992 1.605
10 H 0.125 1.360 0.878
11 H 1.885 0.329 1.177
12 H 1.796 -1.191 0.484
13 H 2.795 0.112 -0.331
14 H 0.558 -0.171 -1.425
15 H 1.152 1.337 -0.828

***

Record 2
C21H32F12O13S | ωB97M-V with the def2-TZVPD basis set

* strongest force on any atom: 5.7 eV/A
* HOMO-LUMO gap: 10.76 eV
* DFT total energy: -3393.94270 Eh

Geometry (Å):
1 C 1.034 3.555 -3.263
2 C 1.583 2.411 -4.304
3 O 2.510 1.430 -3.721
4 C 1.837 0.489 -2.813
5 O 0.867 -0.414 -3.452
6 S -0.705 -0.239 -2.818
7 O -0.696 -0.267 -1.239
8 O -1.339 1.312 -3.282
9 C -2.663 0.942 -3.883
10 C -3.812 2.108 -3.674
11 O -4.455 1.867 -2.350
12 H -0.062 3.842 -3.594
13 H 0.992 3.226 -2.141
14 H 1.758 4.504 -3.298
15 H 0.751 1.825 -4.883
16 H 2.206 2.997 -5.137
17 H 1.426 1.102 -1.906
18 H 2.696 -0.213 -2.371
19 H -3.032 0.012 -3.232
20 H -2.565 0.580 -4.999
21 H -4.630 2.005 -4.533
22 H -3.310 3.180 -3.650
23 H -3.677 1.594 -1.760
24 C 6.428 8.857 -3.325
25 C 5.389 8.045 -2.574
26 O 4.072 8.335 -3.068
27 C 3.689 7.658 -4.201
28 O 4.402 6.851 -4.787
29 C 2.256 8.023 -4.583
30 F 2.011 9.363 -4.505
31 F 1.340 7.422 -3.769
32 F 1.934 7.654 -5.855
33 H 6.187 9.924 -3.283
34 H 7.423 8.701 -2.899
35 H 6.456 8.579 -4.384
36 H 5.400 8.327 -1.516
37 H 5.601 6.971 -2.624
38 C 2.892 -3.677 0.549
39 C 4.342 -3.978 0.882
40 O 5.205 -3.512 -0.166
41 C 5.539 -2.180 -0.126
42 O 5.139 -1.402 0.734
43 C 6.497 -1.834 -1.263
44 F 6.123 -2.381 -2.457
45 F 7.763 -2.282 -1.022
46 F 6.604 -0.493 -1.481
47 H 2.628 -4.090 -0.430
48 H 2.225 -4.101 1.305
49 H 2.715 -2.598 0.497
50 H 4.484 -5.062 0.951
51 H 4.631 -3.553 1.849
52 C -3.579 0.045 1.201
53 C -4.278 -0.037 2.545
54 O -3.985 -1.286 3.189
55 C -2.796 -1.348 3.875
56 O -2.004 -0.415 3.953
57 C -2.638 -2.709 4.549
58 F -2.979 -3.748 3.731
59 F -3.424 -2.828 5.659
60 F -1.362 -2.956 4.959
61 H -3.835 -0.819 0.580
62 H -3.863 0.959 0.672
63 H -2.491 0.039 1.322
64 H -5.362 -0.004 2.396
65 H -4.016 0.810 3.190
66 C -5.117 -5.364 4.770
67 C -4.444 -5.597 6.110
68 O -5.090 -6.667 6.817
69 C -4.703 -7.940 6.473
70 O -3.863 -8.188 5.615
71 C -5.429 -8.971 7.334
72 F -6.761 -8.705 7.470
73 F -4.923 -9.030 8.600
74 F -5.347 -10.236 6.833
75 H -6.190 -5.194 4.902
76 H -4.680 -4.499 4.263
77 H -5.011 -6.237 4.118
78 H -4.545 -4.701 6.731
79 H -3.372 -5.792 5.996

***

Record 3
C2H8INO2P | ωB97M-V with the def2-TZVPD basis set

* strongest force on any atom: 2.8 eV/A
* charge: +1
* HOMO-LUMO gap: 7.16 eV
* DFT total energy: -925.01074 Eh
* ΔE to the lowest compared entry with this formula, charge and spin: 18.32 kcal/mol

Geometry (Å):
1 C -0.310 -1.394 -0.870
2 C 0.431 -0.580 0.281
3 N 0.264 -0.919 -2.074
4 O 1.405 1.224 1.931
5 O 0.492 0.787 -0.203
6 P 0.818 1.977 0.685
7 I -2.290 2.452 1.769
8 H -1.319 -1.153 -0.679
9 H -0.113 -2.452 -0.816
10 H 0.046 -0.465 1.265
11 H 1.452 -0.976 0.338
12 H 1.052 -1.452 -2.574
13 H -0.317 -0.391 -2.703
14 H -3.461 1.641 0.928
15 H 1.850 1.699 2.720

***

Record 4
C21H29N5O2 | ωB97M-V with the def2-TZVPD basis set

* strongest force on any atom: 0.6 eV/A
* HOMO-LUMO gap: 9.52 eV
* DFT total energy: -1241.91501 Eh
* ΔE to the lowest compared entry with this formula, charge and spin: 30.47 kcal/mol

Geometry (Å):
1 C -8.370 4.874 -3.206
2 C -7.622 4.049 -2.207
3 C -7.157 4.428 -0.931
4 N -6.536 3.434 -0.313
5 N -6.593 2.408 -1.167
6 C -5.953 1.153 -0.830
7 C -4.436 1.271 -0.804
8 C -3.781 -0.075 -0.525
9 N -2.330 0.012 -0.442
10 C -1.746 0.477 0.713
11 O -2.260 0.325 1.803
12 C -0.356 1.058 0.547
13 C 0.669 -0.006 0.150
14 C 0.810 -1.150 1.185
15 C 2.300 -1.174 1.529
16 N 2.936 -0.576 0.359
17 C 4.323 -0.217 0.566
18 C 5.205 -1.427 0.755
19 C 5.083 -2.524 -0.095
20 C 5.896 -3.630 0.064
21 C 6.860 -3.657 1.068
22 C 7.710 -4.886 1.186
23 N 8.892 -4.740 1.857
24 O 7.361 -5.955 0.726
25 C 6.979 -2.569 1.924
26 C 6.152 -1.466 1.769
27 C 2.087 0.559 0.038
28 C -7.230 2.735 -2.314
29 H -8.610 4.288 -4.093
30 H -9.308 5.248 -2.792
31 H -7.786 5.738 -3.528
32 H -7.256 5.383 -0.439
33 H -6.323 0.831 0.145
34 H -6.274 0.419 -1.571
35 H -4.091 1.665 -1.766
36 H -4.151 1.988 -0.032
37 H -4.130 -0.475 0.427
38 H -4.040 -0.798 -1.301
39 H -1.874 0.306 -1.293
40 H -0.376 1.859 -0.199
41 H -0.084 1.495 1.507
42 H 0.391 -0.432 -0.816
43 H 0.192 -0.975 2.066
44 H 0.497 -2.099 0.750
45 H 2.498 -0.562 2.427
46 H 2.690 -2.174 1.717
47 H 4.662 0.341 -0.312
48 H 4.437 0.455 1.435
49 H 4.329 -2.503 -0.872
50 H 5.801 -4.494 -0.581
51 H 9.303 -3.832 1.970
52 H 9.511 -5.533 1.837
53 H 7.687 -2.588 2.743
54 H 6.236 -0.631 2.454
55 H 2.321 0.956 -0.952
56 H 2.222 1.375 0.772
57 H -7.364 2.017 -3.107

***

Record 5
C29H17BrF5MnN3OSTe | ωB97M-V with the def2-TZVPD basis set

* strongest force on any atom: 2.7 eV/A
* spin multiplicity: 5
* charge: +1
* HOMO-LUMO gap (alpha / beta): 4.84 / 6.50 eV
* DFT total energy: -6245.05982 Eh
* expectation value of S²: 6.268

Geometry (Å):
1 Mn -0.181 1.259 -0.794
2 Br -0.688 -7.689 2.052
3 C -0.421 -6.970 0.347
4 C -1.291 -5.980 -0.095
5 C -1.074 -5.387 -1.340
6 C 0.019 -5.794 -2.141
7 C 0.805 -6.880 -1.686
8 C 0.625 -7.441 -0.433
9 N 0.187 -5.474 -3.560
10 N 0.042 -4.385 -4.121
11 C -0.325 -3.135 -3.458
12 C -1.124 -2.273 -4.215
13 C -1.436 -0.956 -3.866
14 C -0.882 -0.395 -2.723
15 O -1.130 0.815 -2.335
16 C 0.078 -1.198 -2.010
17 N 0.625 -0.604 -0.939
18 C 1.507 -1.257 -0.182
19 C 1.943 -2.530 -0.516
20 C 1.392 -3.152 -1.603
21 C 0.387 -2.544 -2.360
22 H -2.128 -5.684 0.520
23 H -1.765 -4.632 -1.700
24 H 1.529 -7.308 -2.378
25 H 1.244 -8.255 -0.082
26 H -1.467 -2.683 -5.158
27 H -2.106 -0.344 -4.447
28 H 1.881 -0.732 0.677
29 H 2.709 -3.022 0.080
30 H 1.707 -4.152 -1.882
31 C 2.655 1.311 2.150
32 Te 1.862 2.446 0.534
33 C 0.913 3.520 2.106
34 C 1.852 3.386 3.284
35 C 1.837 4.276 4.344
36 C 2.708 4.113 5.412
37 C 3.602 3.058 5.415
38 C 3.615 2.146 4.365
39 C 2.739 2.307 3.299
40 H 3.621 0.896 1.875
41 H 1.974 0.499 2.408
42 H -0.052 3.039 2.312
43 H 0.737 4.544 1.788
44 H 1.147 5.118 4.321
45 H 2.683 4.822 6.234
46 H 4.287 2.922 6.242
47 H 4.318 1.307 4.358
48 F -5.217 6.809 -1.660
49 C -4.347 5.903 -1.271
50 C -3.437 6.198 -0.275
51 F -3.420 7.390 0.285
52 C -2.534 5.241 0.104
53 F -1.655 5.521 1.070
54 C -2.512 3.978 -0.492
55 S -1.423 2.854 0.211
56 C -3.474 3.693 -1.451
57 F -3.502 2.492 -1.994
58 C -4.376 4.647 -1.853
59 F -5.267 4.343 -2.774

***

Record 6
C3H12N2O2 | ωB97M-V with the def2-TZVPD basis set

* strongest force on any atom: 4.2 eV/A
* HOMO-LUMO gap: 9.50 eV
* DFT total energy: -381.41305 Eh
* ΔE to the lowest compared entry with this formula, charge and spin: 63.92 kcal/mol

Geometry (Å):
1 C -0.104 -0.003 -1.359
2 C 0.869 -1.178 -0.627
3 N -1.061 -1.695 1.652
4 C 0.091 -0.972 1.713
5 N 1.006 -0.984 0.833
6 H -1.260 -0.245 -1.355
7 H 0.172 0.169 -2.440
8 H 0.221 0.971 -1.031
9 H 1.944 -0.974 -1.087
10 H 0.388 -2.125 -0.939
11 H -1.031 -2.329 0.765
12 H -1.847 -1.510 2.208
13 H 0.312 -0.544 2.620
14 H 2.112 1.095 0.912
15 H 2.671 2.356 0.235
16 O 2.015 2.083 0.879
17 H -2.304 1.156 -2.941
18 H -3.353 1.778 -2.002
19 O -2.362 1.900 -2.216

***

Record 7
C26H31O23Pd2 | ωB97M-V with the def2-TZVPD basis set

* strongest force on any atom: 9.1 eV/A
* spin multiplicity: 5
* charge: +1
* HOMO-LUMO gap (alpha / beta): 3.24 / 1.07 eV
* DFT total energy: -2994.86204 Eh
* ΔE to the lowest compared entry with this formula, charge and spin: 145.26 kcal/mol
* expectation value of S²: 6.098

Geometry (Å):
1 Pd 7.261 -4.643 0.888
2 Pd -3.240 3.778 1.963
3 C -2.660 -2.096 8.062
4 C -2.163 -1.362 9.217
5 O -2.887 -0.143 9.425
6 H -3.745 -2.186 8.095
7 H -2.311 -3.128 8.012
8 H -2.442 -1.703 7.070
9 H -1.087 -1.235 9.100
10 H -2.180 -1.993 10.106
11 C 2.666 0.621 0.452
12 C 1.312 0.906 0.918
13 C 0.367 -0.312 1.281
14 O -0.839 0.008 1.506
15 C 0.941 -1.651 1.438
16 C 2.254 -1.760 1.194
17 C 3.165 -0.652 0.657
18 O 4.358 -0.851 0.134
19 O 2.679 -2.990 1.306
20 O 0.806 1.964 1.106
21 H 3.142 1.372 -0.161
22 H 0.322 -2.477 1.756
23 C -1.219 -8.696 2.935
24 C -1.069 -8.801 4.411
25 O -2.406 -8.855 4.861
26 C -3.282 -8.632 3.851
27 O -4.484 -8.678 3.952
28 O -2.654 -8.516 2.720
29 H -0.916 -9.597 2.402
30 H -0.683 -7.861 2.484
31 H -0.567 -7.896 4.752
32 H -0.559 -9.691 4.781
33 C -0.045 10.679 -2.716
34 C 0.118 9.418 -3.691
35 O -0.577 8.402 -2.996
36 C -1.106 8.849 -1.850
37 O -1.757 8.118 -1.075
38 O -0.744 10.139 -1.631
39 H -0.689 11.423 -3.183
40 H 0.936 11.025 -2.389
41 H 1.175 9.221 -3.870
42 H -0.341 9.610 -4.661
43 C 4.123 3.149 -6.266
44 C 5.146 1.996 -6.064
45 O 4.418 0.829 -6.275
46 C 3.144 1.028 -6.356
47 O 2.311 0.120 -6.423
48 O 2.866 2.349 -6.370
49 H 4.282 3.577 -7.256
50 H 4.020 3.851 -5.439
51 H 5.648 1.984 -5.096
52 H 5.908 2.107 -6.836
53 C 6.186 2.402 5.385
54 C 6.686 2.444 6.777
55 O 5.540 2.899 7.454
56 C 4.533 2.794 6.785
57 O 3.391 3.037 7.209
58 O 4.814 2.392 5.548
59 H 6.511 1.469 4.923
60 H 6.577 3.191 4.742
61 H 7.423 3.247 6.802
62 H 7.066 1.470 7.082
63 C -4.481 2.262 -6.996
64 C -4.752 0.829 -6.574
65 O -4.916 0.912 -5.184
66 C -4.444 2.040 -4.731
67 O -4.483 2.296 -3.582
68 O -3.966 2.811 -5.814
69 H -5.286 2.896 -7.366
70 H -3.608 2.250 -7.649
71 H -4.128 0.097 -7.086
72 H -5.740 0.594 -6.971
73 C -4.229 -4.718 -2.283
74 C -3.205 -4.706 -3.403
75 O -3.730 -5.604 -4.327
76 C -4.591 -6.432 -3.669
77 O -4.977 -7.475 -4.161
78 O -4.906 -5.950 -2.436
79 H -4.990 -3.947 -2.400
80 H -3.743 -4.758 -1.308
81 H -2.235 -5.127 -3.137
82 H -3.032 -3.732 -3.861

***

Record 8
C6H17N3O7PS2 | ωB97M-V with the def2-TZVPD basis set

* strongest force on any atom: 0.5 eV/A
* charge: -1
* HOMO-LUMO gap: 8.28 eV
* DFT total energy: -2067.54258 Eh
* ΔE to the lowest compared entry with this formula, charge and spin: 2.01 kcal/mol

Geometry (Å):
1 N 1.733 -3.405 0.811
2 P 2.591 -2.670 -0.278
3 S 1.782 -2.448 -2.301
4 O 2.267 -3.608 -3.013
5 O 2.228 -1.147 -2.748
6 N 0.228 -2.594 -2.103
7 S -0.553 -1.556 -1.172
8 O 0.352 -0.893 -0.244
9 O -1.430 -0.703 -1.943
10 C -1.593 -2.651 -0.209
11 C -2.915 -2.989 -0.886
12 N -2.815 -3.920 -2.005
13 H 2.113 -4.315 1.046
14 H 3.815 -3.278 -0.633
15 H 2.978 -1.349 -0.007
16 H -0.981 -3.533 -0.030
17 H -1.732 -2.137 0.743
18 H -3.587 -3.408 -0.134
19 H -3.373 -2.071 -1.254
20 H -2.163 -3.547 -2.689
21 H -2.419 -4.796 -1.685
22 C -0.367 2.503 -0.546
23 C 0.084 2.071 0.828
24 O 0.983 3.048 1.428
25 C 0.412 4.104 1.970
26 O -0.768 4.321 2.095
27 O 1.380 4.906 2.454
28 C 0.896 6.078 3.104
29 H 0.499 2.682 -1.185
30 H -0.948 1.696 -0.995
31 H -0.975 3.407 -0.498
32 H 0.667 1.157 0.770
33 H -0.755 1.921 1.506
34 H 0.181 5.823 3.884
35 H 0.412 6.743 2.388
36 H 1.772 6.558 3.530

***

Repeat the fourth record exactly.
C21H29N5O2 | ωB97M-V with the def2-TZVPD basis set

* strongest force on any atom: 0.6 eV/A
* HOMO-LUMO gap: 9.52 eV
* DFT total energy: -1241.91501 Eh
* ΔE to the lowest compared entry with this formula, charge and spin: 30.47 kcal/mol

Geometry (Å):
1 C -8.370 4.874 -3.206
2 C -7.622 4.049 -2.207
3 C -7.157 4.428 -0.931
4 N -6.536 3.434 -0.313
5 N -6.593 2.408 -1.167
6 C -5.953 1.153 -0.830
7 C -4.436 1.271 -0.804
8 C -3.781 -0.075 -0.525
9 N -2.330 0.012 -0.442
10 C -1.746 0.477 0.713
11 O -2.260 0.325 1.803
12 C -0.356 1.058 0.547
13 C 0.669 -0.006 0.150
14 C 0.810 -1.150 1.185
15 C 2.300 -1.174 1.529
16 N 2.936 -0.576 0.359
17 C 4.323 -0.217 0.566
18 C 5.205 -1.427 0.755
19 C 5.083 -2.524 -0.095
20 C 5.896 -3.630 0.064
21 C 6.860 -3.657 1.068
22 C 7.710 -4.886 1.186
23 N 8.892 -4.740 1.857
24 O 7.361 -5.955 0.726
25 C 6.979 -2.569 1.924
26 C 6.152 -1.466 1.769
27 C 2.087 0.559 0.038
28 C -7.230 2.735 -2.314
29 H -8.610 4.288 -4.093
30 H -9.308 5.248 -2.792
31 H -7.786 5.738 -3.528
32 H -7.256 5.383 -0.439
33 H -6.323 0.831 0.145
34 H -6.274 0.419 -1.571
35 H -4.091 1.665 -1.766
36 H -4.151 1.988 -0.032
37 H -4.130 -0.475 0.427
38 H -4.040 -0.798 -1.301
39 H -1.874 0.306 -1.293
40 H -0.376 1.859 -0.199
41 H -0.084 1.495 1.507
42 H 0.391 -0.432 -0.816
43 H 0.192 -0.975 2.066
44 H 0.497 -2.099 0.750
45 H 2.498 -0.562 2.427
46 H 2.690 -2.174 1.717
47 H 4.662 0.341 -0.312
48 H 4.437 0.455 1.435
49 H 4.329 -2.503 -0.872
50 H 5.801 -4.494 -0.581
51 H 9.303 -3.832 1.970
52 H 9.511 -5.533 1.837
53 H 7.687 -2.588 2.743
54 H 6.236 -0.631 2.454
55 H 2.321 0.956 -0.952
56 H 2.222 1.375 0.772
57 H -7.364 2.017 -3.107